{
  "formula": "C25H53HfO9",
  "method": "ωB97M-V with the def2-TZVPD basis set",
  "energy_ha": -1707.9950,
  "max_force_ev_per_a": 6.57,
  "total_charge": 3,
  "symbols": ["Hf", "C", "C", "C", "O", "H", "H", "H", "H", "H", "H", "H", "C", "O", "C", "C", "O", "C", "H", "H", "H", "H", "H", "H", "H", "H", "H", "H", "C", "O", "C", "C", "O", "C", "H", "H", "H", "H", "H", "H", "H", "H", "H", "H", "C", "O", "C", "C", "O", "C", "H", "H", "H", "H", "H", "H", "H", "H", "H", "H", "C", "O", "C", "C", "O", "C", "H", "H", "H", "H", "H", "H", "H", "H", "H", "H", "C", "C", "C", "C", "C", "C", "H", "H", "H", "H", "H", "H"],
  "xyz": [[11.7421, 0.8376, 7.5157], [10.8349, -0.5739, 11.2374], [12.2726, -0.5591, 10.7394], [12.8908, -1.8793, 11.1526], [12.3430, -0.2904, 9.3636], [10.1885, 0.2559, 10.9327], [10.7945, -0.4572, 12.3228], [10.3148, -1.4644, 10.8772], [12.7804, 0.2183, 11.3181], [12.4051, -2.7636, 10.7250], [12.9650, -2.0730, 12.2216], [13.9033, -2.0154, 10.7567], [7.4893, -2.8234, 10.2014], [6.8042, -3.8275, 10.9461], [5.4263, -3.5237, 11.1880], [5.0901, -3.4071, 12.6644], [5.1799, -4.6408, 13.4057], [6.3833, -5.3359, 13.4958], [7.0280, -2.7887, 9.2081], [8.5256, -3.1356, 10.1288], [7.3435, -1.8125, 10.5915], [4.8524, -4.3193, 10.7127], [5.1830, -2.5451, 10.7686], [4.0415, -3.1261, 12.7282], [5.7316, -2.6485, 13.1171], [6.1713, -6.2058, 14.1196], [7.1811, -4.7555, 13.9661], [6.6539, -5.7640, 12.5208], [11.9017, 4.2301, 8.2089], [12.3445, 2.9426, 8.6726], [13.3829, 3.0843, 9.7017], [12.7047, 3.5722, 11.0041], [11.6859, 2.6731, 11.3006], [11.0317, 2.9782, 12.5231], [11.3668, 4.1714, 7.2633], [12.7562, 4.9012, 8.0898], [11.3305, 4.7949, 8.9468], [14.1668, 3.7913, 9.4315], [13.7912, 2.0804, 9.7983], [12.4944, 4.6414, 10.9192], [13.5438, 3.5168, 11.7118], [10.6043, 3.9781, 12.5984], [11.7056, 2.6742, 13.3285], [10.1792, 2.3003, 12.6116], [7.4505, 3.3707, 16.7038], [7.9904, 2.5968, 15.6447], [9.0785, 1.7252, 15.8243], [8.7619, 0.2966, 15.3690], [9.7827, -0.5742, 15.8489], [9.5428, -1.9385, 15.5802], [7.5184, 2.8248, 17.6487], [6.3831, 3.4346, 16.4981], [7.9311, 4.3483, 16.7504], [9.2464, 1.7507, 16.9061], [9.9530, 2.1794, 15.3538], [8.8671, 0.3097, 14.2757], [7.7082, 0.0454, 15.5063], [10.4165, -2.5467, 15.8088], [9.1444, -2.1615, 14.5874], [8.8153, -2.3093, 16.3136], [9.6959, -6.8465, 7.9553], [10.0117, -5.5301, 7.5568], [10.6291, -4.7821, 8.6220], [12.0647, -4.4939, 8.1521], [12.1009, -4.1127, 6.8051], [13.3971, -3.9089, 6.3384], [10.5011, -7.3099, 8.5400], [9.5573, -7.4966, 7.0931], [8.8398, -7.0301, 8.6158], [10.4093, -5.2663, 9.5718], [10.0043, -3.8813, 8.5879], [12.6339, -5.4399, 8.1917], [12.4813, -3.7028, 8.7823], [13.9245, -4.8480, 6.1516], [14.0142, -3.3207, 7.0329], [13.3831, -3.3458, 5.4064], [16.0111, -5.4954, 8.3384], [15.6838, -4.7902, 9.5420], [14.7008, -5.3191, 10.3691], [14.0565, -6.5164, 10.0386], [14.4017, -7.1212, 8.8224], [15.2980, -6.6035, 7.9190], [16.8145, -5.1120, 7.7226], [16.2103, -3.8786, 9.7850], [14.3124, -4.8180, 11.2463], [13.3421, -6.9634, 10.7140], [13.8288, -8.0263, 8.6434], [15.4985, -7.0496, 6.9561]],
  "forces_ev_per_a": [[2.09, -0.99, 6.15], [-0.94, 0.58, -0.09], [-0.96, 0.13, 1.58], [1.17, -1.25, -1.09], [-1.09, 2.26, -5.04], [0.52, 0.27, -0.50], [0.19, -0.66, 0.08], [0.09, -0.21, 0.35], [0.19, 0.26, -0.45], [-0.60, 0.28, 0.03], [-0.26, 0.54, 0.09], [0.15, 0.50, 0.12], [-0.86, -0.46, -0.32], [-0.35, 0.63, 0.21], [1.01, -0.25, -0.76], [0.15, -1.50, 1.31], [-0.74, 1.32, -0.99], [-0.10, -0.68, 0.40], [0.24, -0.08, -0.21], [0.05, 0.23, 0.13], [0.31, -0.05, 0.45], [-0.25, 0.03, 0.14], [-0.15, -0.06, -0.17], [0.01, 0.11, 0.13], [0.12, 0.09, 0.06], [0.00, 0.14, 0.13], [0.13, 0.14, -0.35], [0.33, 0.39, -0.10], [0.29, 1.40, 0.07], [-0.06, -0.87, -1.46], [-1.00, -0.27, 1.04], [2.10, -0.80, -0.96], [-0.56, 0.81, -0.24], [-0.40, -1.24, 0.41], [-0.08, -0.27, 0.08], [0.28, -0.42, -0.48], [-0.56, -0.73, 0.11], [-0.14, -0.05, -0.52], [0.03, 0.04, 0.20], [-0.81, -0.08, 0.11], [-0.18, 0.00, 0.40], [0.54, 0.22, -0.06], [-0.02, 0.69, 0.29], [0.00, -0.03, -0.23], [-0.22, -1.03, 0.14], [-0.46, -0.29, -1.46], [-0.39, 0.93, 2.18], [0.97, 0.48, -1.41], [-0.62, 0.32, -0.32], [-0.62, -0.49, 1.19], [0.39, 0.19, 0.12], [0.07, 0.47, -0.15], [-0.04, 0.05, 0.09], [0.52, -0.56, 0.00], [0.14, -0.40, -0.28], [-0.08, -0.03, -0.27], [0.12, -0.41, 0.86], [0.36, 0.44, -0.31], [0.17, 0.31, -0.22], [-0.30, 0.02, -0.15], [0.52, -1.41, 0.03], [-0.20, -0.59, 1.11], [-1.27, 0.00, -2.44], [-0.54, -0.06, 0.31], [-0.95, 0.25, 0.45], [1.00, 0.46, -0.43], [0.38, 0.24, -0.13], [-0.10, 0.40, -0.26], [-0.43, 0.91, -0.15], [0.90, -0.03, 0.20], [0.51, 0.51, 0.25], [0.21, -0.18, 0.66], [0.56, -0.22, 0.04], [-0.15, -0.13, 0.07], [-0.08, -0.11, 0.28], [-0.37, -0.17, -0.05], [0.07, 0.52, -0.11], [-0.17, -0.90, -0.32], [-1.02, -0.32, 0.27], [1.21, 1.60, 0.39], [-1.74, -1.50, -0.16], [0.93, 0.75, 0.28], [-0.02, 0.05, -0.03], [0.01, 0.01, 0.06], [0.54, 0.23, 0.14], [-0.07, -0.05, -0.09], [0.36, -0.13, -0.51], [0.00, -0.22, 0.10]]
}